(1)
Formula: C5H11NO2
Source: the Open Molecules 2025 dataset
Level of theory: wB97M-V/def2-TZVPD

Results
LUMO: 1.0 eV
Total charge: 0
Electronic energy: -402.2427 Eh
Structure (SMILES): CCO/C(C)=N/OC
Relative energy (zero: lowest compared OMol25 entry of this formula, charge and spin): 3.684 eV
Multiplicity: 1

Each line ends with the natural charge from an NBO analysis.
CARTESIAN COORDINATES (ANGSTROEM)
C (-0.116, 3.028, -0.897)  -0.627
C (-0.399, 1.716, -0.263)  -0.072
O (0.643, 0.878, -0.768)  -0.505
C (0.703, -0.395, -0.290)  0.524
C (1.947, -1.259, -0.654)  -0.696
N (-0.249, -0.859, 0.364)  -0.263
O (-0.260, -2.149, 0.887)  -0.399
C (-1.566, -2.304, 1.552)  -0.252
H (0.356, 2.821, -1.935)  0.225
H (-1.088, 3.487, -1.005)  0.210
H (0.575, 3.684, -0.315)  0.212
H (-1.370, 1.322, -0.494)  0.185
H (-0.331, 1.788, 0.808)  0.183
H (2.877, -0.797, -0.317)  0.230
H (1.904, -2.209, -0.095)  0.240
H (1.839, -1.425, -1.787)  0.234
H (-2.378, -1.711, 1.147)  0.203
H (-1.622, -3.401, 1.417)  0.189
H (-1.465, -2.215, 2.645)  0.177


(2)
Formula: C5H9NO
Source: the Open Molecules 2025 dataset
Level of theory: wB97M-V/def2-TZVPD

Results
LUMO: 1.2 eV
Total charge: 0
Electronic energy: -325.8145 Eh
Relative energy (zero: lowest compared OMol25 entry of this formula, charge and spin): 3.347 eV
Multiplicity: 1

Each line ends with the natural charge from an NBO analysis.
CARTESIAN COORDINATES (ANGSTROEM)
C (-2.083, 1.683, 1.799)  -0.407
C (-0.808, 0.050, 0.627)  0.273
N (-1.575, 1.133, 0.558)  -0.618
O (-0.234, -0.145, -0.574)  -0.528
C (0.756, -1.146, -0.503)  0.080
C (2.165, -0.731, -0.762)  -0.447
C (1.406, -1.565, -1.771)  -0.442
H (-2.189, 0.852, 2.499)  0.226
H (-1.371, 2.402, 2.221)  0.190
H (-3.048, 2.174, 1.658)  0.196
H (-1.595, 1.716, -0.277)  0.381
H (0.548, -1.869, 0.279)  0.213
H (2.322, 0.314, -1.014)  0.222
H (2.957, -1.186, -0.175)  0.218
H (1.086, -1.069, -2.682)  0.225
H (1.662, -2.614, -1.883)  0.219


(3)
Formula: H12KO6
Source: the Open Molecules 2025 dataset
Level of theory: wB97M-V/def2-TZVPD

Results
LUMO: -3.4 eV
Total charge: +1
Electronic energy: -1058.4227 Eh
Relative energy (zero: lowest compared OMol25 entry of this formula, charge and spin): 0.345 eV
Multiplicity: 1

Each line ends with the natural charge from an NBO analysis.
CARTESIAN COORDINATES (ANGSTROEM)
K (-10.933, -6.527, -4.435)  0.967
O (-9.197, -7.880, -2.423)  -0.960
H (-8.782, -7.821, -3.284)  0.471
H (-8.783, -8.637, -2.008)  0.486
O (-11.057, -9.389, -4.818)  -0.946
H (-10.689, -9.964, -4.147)  0.487
H (-10.418, -9.413, -5.531)  0.465
O (-12.800, -6.571, -6.294)  -0.969
H (-12.183, -6.255, -6.954)  0.474
H (-13.542, -6.903, -6.799)  0.501
O (-8.256, -7.543, -5.248)  -0.981
H (-8.076, -7.983, -6.079)  0.496
H (-7.431, -7.114, -5.020)  0.495
O (-12.795, -7.330, -2.473)  -0.954
H (-13.451, -6.915, -3.034)  0.472
H (-12.989, -7.001, -1.595)  0.488
O (-10.344, -3.773, -4.560)  -0.963
H (-10.017, -3.218, -5.269)  0.491
H (-9.627, -3.800, -3.926)  0.479


(4)
Formula: C4H7ClN2
Source: the Open Molecules 2025 dataset
Level of theory: wB97M-V/def2-TZVPD

Results
LUMO: 0.5 eV
Total charge: 0
Electronic energy: -726.2516 Eh
Structure (SMILES): N#CCCCNCl
Relative energy (zero: lowest compared OMol25 entry of this formula, charge and spin): 2.419 eV
Multiplicity: 1

Each line ends with the natural charge from an NBO analysis.
CARTESIAN COORDINATES (ANGSTROEM)
N (-3.026, 1.283, -0.234)  -0.336
C (-2.166, 0.782, 0.390)  0.284
C (-1.132, 0.050, 1.136)  -0.534
C (-0.307, -0.821, 0.218)  -0.394
C (0.443, 0.174, -0.690)  -0.258
N (1.296, 1.124, 0.060)  -0.602
Cl (2.947, 0.486, 0.215)  0.059
H (-0.383, 0.760, 1.552)  0.278
H (-1.635, -0.539, 1.986)  0.256
H (0.332, -1.416, 0.735)  0.216
H (-0.872, -1.417, -0.463)  0.217
H (1.181, -0.355, -1.304)  0.204
H (-0.341, 0.640, -1.345)  0.224
H (1.402, 2.002, -0.576)  0.385